(1)
27
Properties=species:S:1:pos:R:3:forces:R:3:lowdin_charge:R:1 method="wB97M-V/def2-TZVPD" e_homo_ev=-7.77 smiles=Cc1c[nH]c2ccccc12.CC spin_multiplicity=1
C -2.214 1.269 -1.100 2.10 0.48 0.82 -0.087
H -3.139 1.798 -1.157 -0.49 0.21 0.02 0.083
H -3.105 -0.497 -1.821 1.13 0.26 -0.56 0.112
H -0.947 -1.810 -1.936 -0.10 -0.06 0.00 0.108
C -2.112 -0.023 -1.626 -1.68 -0.47 0.79 -0.113
H -1.419 -2.280 1.125 0.29 0.34 -0.20 0.042
C -1.114 -2.759 2.047 -0.57 -1.16 -0.18 -0.168
H 2.413 2.418 1.752 0.50 0.05 -0.46 0.073
H 0.870 -3.489 2.213 0.11 0.17 0.29 0.057
C 1.379 1.297 0.144 0.86 0.70 -0.75 -0.213
H 1.810 -1.465 -1.376 -0.13 -0.11 0.07 0.149
C -0.960 -0.795 -1.561 -0.55 -0.37 -0.36 -0.046
H -1.297 -3.852 1.896 0.23 0.72 -0.11 0.074
C 0.075 1.111 -0.496 1.86 -1.35 1.71 -0.136
H -1.097 2.889 -0.102 -0.05 -0.16 0.15 0.103
C 2.193 0.251 -0.240 -1.06 0.84 1.93 -0.072
H 0.873 3.020 1.285 -0.07 0.06 -0.03 0.061
C -1.083 1.867 -0.464 -1.39 -0.93 -1.68 -0.015
N 1.425 -0.733 -0.805 -0.58 -0.12 -0.60 0.064
H 2.126 3.248 0.091 0.54 0.24 0.64 0.082
C 0.311 -2.609 2.555 0.68 -0.72 1.46 -0.175
H -1.855 -2.538 2.804 -0.09 0.58 0.20 0.052
H 3.148 -0.005 0.176 0.44 0.12 -0.26 0.115
H 1.001 -1.777 2.410 -0.80 0.51 -0.80 0.049
H 0.261 -2.636 3.671 0.16 -0.40 -0.70 0.070
C 1.781 2.571 0.879 -1.14 -0.65 -0.70 -0.045
C 0.147 -0.239 -0.972 -0.20 1.23 -0.69 -0.226

(2)
20
Properties=species:S:1:pos:R:3:forces:R:3:lowdin_charge:R:1 method="wB97M-V/def2-TZVPD" e_homo_ev=-8.55 smiles=C1CCNC1.O.O spin_multiplicity=1
H -0.303 -0.684 1.134 -0.03 -0.30 0.56 0.092
H 2.126 2.308 1.492 -0.07 -0.29 0.26 0.033
O 1.253 2.591 1.779 -0.39 0.22 -0.04 -0.061
H -0.709 1.974 -0.368 -0.58 -0.74 -0.67 0.101
O 3.717 -1.493 1.094 -0.30 4.07 0.01 0.001
H 0.883 1.940 2.389 0.46 0.03 -0.23 0.037
H -0.936 1.420 -2.266 0.46 0.11 3.27 0.144
N -2.253 0.411 -0.979 0.19 -0.43 1.02 -0.095
C -0.558 -0.938 0.120 -0.36 -1.09 0.05 -0.218
H -2.808 -0.805 0.602 0.25 -0.69 0.56 0.099
H 1.111 0.360 -0.817 0.19 -0.31 0.52 0.087
H 3.151 -1.375 0.339 -0.49 0.95 -0.56 0.025
H -2.292 -1.704 -0.840 -0.73 -1.25 -0.92 0.072
C 0.104 -0.031 -0.885 -2.30 -0.89 -3.01 -0.221
C -0.947 1.121 -1.064 0.19 -0.49 -3.72 -0.230
H -0.230 -1.923 -0.248 0.09 -0.13 1.52 0.095
C -2.096 -0.897 -0.206 1.65 3.32 -0.05 -0.165
H 0.033 -0.835 -1.795 0.53 2.78 1.13 0.150
H 3.751 -2.382 1.056 0.75 -5.00 0.54 -0.031
H -3.000 0.943 -0.537 0.49 0.13 -0.24 0.086

(3)
31
Properties=species:S:1:pos:R:3:forces:R:3:lowdin_charge:R:1 method="wB97M-V/def2-TZVPD" e_homo_ev="-10.97 / -10.38" spin_multiplicity=1 total_charge=+1
C -3.862 -0.498 1.403 -0.53 -0.85 -0.21 -0.077
C 3.652 0.072 -0.066 3.10 -0.98 -0.24 0.019
N -3.761 -0.234 -0.020 -0.54 0.70 1.88 -0.370
H -4.132 -1.304 -1.715 -0.30 -0.29 -0.13 0.075
H 5.365 -1.162 0.780 -0.59 0.48 -0.64 0.137
N -0.709 1.622 -0.083 0.16 -2.72 0.77 0.185
H -3.092 0.089 1.826 0.66 0.87 1.27 0.040
H -4.919 1.473 0.187 0.50 -0.18 -0.77 0.094
H 4.937 -1.291 -0.940 0.29 -0.37 -0.45 0.119
C -3.407 -1.193 -0.914 2.15 -5.46 -0.87 -0.178
H 6.753 0.780 0.273 -0.03 -0.40 0.89 0.080
H 0.228 1.825 -0.322 1.27 0.75 -0.42 0.093
H -5.625 0.310 -0.924 0.86 0.10 -0.14 0.106
H -1.347 2.388 -0.006 -1.14 -0.37 0.05 0.140
H 2.625 -1.294 1.135 -0.33 -0.59 0.14 0.137
H 5.495 1.547 -0.454 -0.62 0.69 -0.60 0.057
H -4.047 1.176 -1.442 -1.16 0.01 0.63 0.103
H -2.425 -1.106 -1.436 -0.30 0.58 0.21 0.065
H 6.623 0.458 -1.276 0.13 -0.17 -1.71 0.065
C 5.976 0.601 -0.459 1.22 -0.90 1.49 -0.090
H -0.045 -1.276 0.862 1.29 0.46 0.49 0.156
C -4.631 0.723 -0.588 -0.74 1.48 -0.02 -0.114
C 0.261 -0.231 0.627 0.53 -3.93 -0.59 -0.216
H -3.614 -1.545 1.703 -0.39 0.60 -0.64 0.095
C 5.046 -0.590 -0.126 -1.00 1.95 0.70 -0.156
H -3.232 -2.294 -0.404 -0.82 2.54 -1.06 0.140
N 1.415 0.219 0.237 0.63 0.31 0.58 0.112
C 2.560 -0.436 0.493 -1.50 -0.04 0.51 -0.118
H -4.859 -0.234 1.817 0.62 -0.13 -0.24 0.099
H 3.622 1.011 -0.573 -0.50 0.34 -0.40 0.113
N -0.850 0.394 0.405 -2.96 5.50 -0.45 0.091

no.,total energy (Ha)
1,-482.87545
2,-365.35989
3,-534.79153